No. 1
{
  "formula": "C3H11NO2",
  "method": "ωB97M-V/def2-TZVPD",
  "species": ["C", "C", "C", "O", "N", "H", "H", "H", "H", "H", "H", "H", "H", "H", "H", "H", "O"],
  "xyz": [[-1.3400, 1.9153, 0.6434], [-0.8714, 1.1393, -0.7078], [-1.5634, -0.1210, -0.7870], [-0.8481, -1.1807, -1.5733], [-0.2469, 2.7789, 0.7946], [-2.3091, 2.2632, 0.6785], [-1.3064, 1.0227, 1.4925], [-1.0814, 1.8346, -1.4492], [0.2246, 1.2683, -0.8143], [-1.5770, -0.6866, 0.1624], [-2.5706, 0.0052, -1.1085], [-1.3089, -2.0159, -1.3727], [-0.5849, 3.7413, 0.8361], [-0.0089, 2.6238, 1.8214], [4.7878, -4.5144, 1.0990], [5.0834, -5.2356, -0.2328], [5.5211, -4.8385, 0.5177]],
  "forces_ev_per_a": [[2.41, -4.22, 1.83], [1.48, 0.98, 0.57], [1.58, -4.83, 0.11], [-1.00, 1.75, 0.33], [-2.20, 0.64, 4.44], [-1.99, 1.30, -0.79], [0.18, 2.23, -2.11], [-1.29, 1.55, -1.49], [-0.10, -1.34, 0.48], [-0.44, 0.90, 0.22], [-0.94, 0.20, -0.51], [0.29, 0.41, -0.10], [0.61, 0.50, -1.22], [1.42, -0.06, -1.76], [1.01, -0.49, -0.81], [-0.17, -0.17, -0.27], [-0.84, 0.66, 1.08]],
  "homo_energy_ha": [-0.482, -0.482],
  "orbital_gap_ev": [9.57, 3.62],
  "e_above_lowest_kcal_mol": 77.6,
  "charge": 1,
  "lumo_energy_ev": [-3.5, -9.5],
  "spin_multiplicity": 2
}

---

No. 2
{
  "formula": "C3H11NO2S",
  "method": "ωB97M-V/def2-TZVPD",
  "species": ["O", "C", "N", "C", "C", "S", "H", "H", "H", "H", "H", "H", "H", "H", "H", "O", "H", "H"],
  "xyz": [[1.3562, -1.6462, 0.2565], [1.3759, -0.4165, 1.0125], [1.0165, 0.7077, 0.1834], [-0.4447, 0.8631, 0.0188], [-0.8518, 2.2257, -0.5208], [-2.7145, 2.2501, -0.5711], [2.2189, -1.8934, -0.1018], [0.5553, -0.5369, 1.7128], [2.3602, -0.2944, 1.4668], [1.4876, 0.7066, -0.7144], [-0.7586, 0.0973, -0.7037], [-0.8784, 0.7224, 1.0058], [-0.4270, 3.0056, 0.1193], [-0.5207, 2.5216, -1.5164], [-2.8745, 1.8594, 0.6982], [-0.7189, -3.3482, -0.7972], [-0.0539, -2.8963, -0.2265], [-0.1276, -3.9277, -1.3223]],
  "forces_ev_per_a": [[0.13, -0.53, 0.11], [-0.25, 0.02, -1.54], [-0.13, 0.63, 0.80], [1.27, -0.42, -1.41], [-0.58, 0.36, 0.73], [0.82, 0.33, -0.10], [-0.13, 0.37, 0.26], [0.39, 0.03, 0.53], [-0.16, 0.06, 0.13], [0.05, -0.09, 0.19], [-0.62, -0.01, 0.47], [-0.25, -0.10, -0.11], [-0.42, -0.03, 0.15], [-0.01, -0.65, -0.18], [-0.04, 0.02, 0.04], [1.38, -0.31, 0.04], [-0.69, -0.04, -0.39], [-0.76, 0.36, 0.29]],
  "homo_energy_ha": -0.335,
  "orbital_gap_ev": 9.68,
  "e_above_lowest_kcal_mol": 9.7,
  "smiles": "OCNCCS.O",
  "lumo_energy_ev": 0.6
}

---

No. 3
{
  "formula": "C3H11NO2S",
  "method": "ωB97M-V/def2-TZVPD",
  "species": ["O", "C", "N", "C", "C", "S", "H", "H", "H", "H", "H", "H", "H", "H", "H", "O", "H", "H"],
  "xyz": [[1.1601, -1.4154, -1.1670], [0.9011, -0.3444, -0.2609], [-0.3770, 0.2762, -0.5379], [-1.4749, 0.0947, 0.3331], [-2.7803, 0.3719, -0.4320], [-3.1223, 2.0051, -1.1959], [0.5272, -1.3624, -1.8831], [1.0518, -0.7017, 0.7792], [1.6763, 0.4481, -0.4374], [-0.7912, 0.4343, -1.4634], [-1.3954, -0.9649, 0.9668], [-1.3136, 0.8286, 1.1981], [-3.0913, -0.5467, -0.9047], [-3.4197, 0.4866, 0.4340], [-3.0613, 1.6657, -2.5782], [5.4134, -0.3707, 2.6064], [5.4008, -1.1556, 2.0960], [4.6962, 0.2508, 2.4471]],
  "forces_ev_per_a": [[0.42, -0.41, 0.55], [0.41, 1.35, -1.70], [-0.02, -0.40, -0.04], [1.16, -0.26, 2.73], [-0.33, -0.20, 2.63], [0.57, -1.09, -1.93], [-0.13, 0.07, -0.05], [-0.77, 0.19, -0.54], [-0.29, -0.72, 0.16], [1.68, -0.23, 0.13], [-0.86, 2.09, -1.98], [-0.81, -0.62, -0.90], [-0.26, 0.20, -0.87], [-0.85, -0.32, 0.03], [0.07, 0.36, 1.78], [0.68, 1.42, 1.45], [-0.66, -0.75, -0.99], [-0.02, -0.67, -0.46]],
  "homo_energy_ha": -0.319,
  "orbital_gap_ev": 9.26,
  "e_above_lowest_kcal_mol": 43.4,
  "smiles": "OCNCCS.O",
  "lumo_energy_ev": 0.6
}

---

No. 4
{
  "formula": "C3H11NO3",
  "method": "ωB97M-V/def2-TZVPD",
  "species": ["C", "N", "C", "C", "O", "H", "H", "H", "H", "H", "H", "H", "O", "H", "H", "O", "H", "H"],
  "xyz": [[1.0883, 1.0105, -0.2772], [0.6878, -0.4506, -0.2395], [0.3402, -1.1520, -1.4342], [0.5754, -0.9811, 0.9945], [0.7880, -0.4228, 2.0507], [1.7872, 1.0090, 0.5421], [0.1891, 1.6607, -0.3660], [1.6877, 1.1777, -1.1899], [1.2151, -1.6006, -1.9093], [-0.2420, -0.4720, -2.1314], [-0.3592, -1.9881, -1.3370], [0.3831, -2.0588, 0.9131], [-0.8532, 2.1096, 2.1164], [-0.2690, 1.6968, 2.7574], [-0.6361, 1.6690, 1.2585], [-2.4899, -0.2431, -0.4678], [-2.2515, -1.1511, -0.6793], [-1.6412, 0.1869, -0.6011]],
  "forces_ev_per_a": [[-0.03, -2.12, -1.75], [-0.18, 2.03, 0.38], [-0.82, 0.11, -1.58], [0.50, -0.89, 0.01], [-0.13, 0.11, -0.20], [-0.35, 1.30, 0.64], [0.90, -0.13, 0.63], [-0.35, -0.14, 0.25], [0.03, 0.40, -0.34], [1.11, -0.60, 0.51], [0.12, 0.02, 0.79], [-0.37, -0.22, 0.29], [0.01, -0.16, -1.19], [0.11, -0.27, -0.09], [-0.29, 0.50, 1.56], [0.20, -0.16, -0.15], [-0.39, -0.18, 0.08], [-0.07, 0.38, 0.14]],
  "homo_energy_ha": -0.373,
  "orbital_gap_ev": 10.54,
  "e_above_lowest_kcal_mol": 40.2,
  "smiles": "CN(C)C=O.O.O",
  "lumo_energy_ev": 0.4
}

---

No. 5
{
  "formula": "C3H11NO3",
  "method": "ωB97M-V/def2-TZVPD",
  "species": ["N", "C", "C", "O", "C", "O", "H", "H", "H", "H", "H", "H", "H", "H", "H", "O", "H", "H"],
  "xyz": [[-0.9026, -0.4792, 1.1788], [0.0663, 0.5159, 0.8274], [1.4501, 0.2221, 1.3703], [1.4690, 0.6221, 2.7667], [0.1027, 0.6974, -0.6934], [0.7707, -0.4161, -1.3124], [-1.4521, -0.2803, 2.0001], [-1.4799, -1.0209, 0.5686], [-0.1811, 1.4882, 1.2692], [2.2180, 0.7108, 0.7980], [1.6548, -0.8482, 1.4185], [1.9481, -0.0619, 3.2363], [0.5441, 1.6039, -1.0984], [-0.9335, 0.7378, -0.9679], [0.3318, -1.1863, -0.9286], [-1.8392, -1.1256, -3.5432], [-1.0970, -0.5114, -3.4694], [-2.6701, -0.6681, -3.4206]],
  "forces_ev_per_a": [[-0.53, -0.57, 1.67], [0.56, 0.87, -0.98], [-0.26, -0.85, 1.52], [0.03, 0.25, -0.54], [0.20, -0.61, 0.17], [-0.57, 0.31, 0.18], [0.28, 0.09, 0.05], [0.21, 0.29, -0.94], [-0.27, -0.02, -0.03], [0.41, 0.45, -0.17], [-0.11, -0.06, -0.76], [0.04, 0.09, 0.17], [0.45, 0.04, 0.45], [-0.77, -0.07, -0.58], [0.26, -0.19, -0.30], [0.39, -0.50, -0.04], [-0.41, 0.06, 0.10], [0.08, 0.43, 0.03]],
  "homo_energy_ha": -0.339,
  "orbital_gap_ev": 9.95,
  "e_above_lowest_kcal_mol": 46.5,
  "smiles": "NC(CO)CO.O",
  "lumo_energy_ev": 0.7
}

---

No. 6
{
  "formula": "C3H11NO3",
  "method": "ωB97M-V/def2-TZVPD",
  "species": ["N", "C", "C", "O", "C", "O", "H", "H", "H", "H", "H", "H", "H", "H", "H", "O", "H", "H"],
  "xyz": [[-0.7344, -0.9822, 0.2285], [0.7074, -0.5223, 0.1482], [0.9948, 0.3906, 1.3209], [1.2498, -0.4439, 2.4536], [1.0318, -0.1534, -1.2844], [-0.1827, 0.3816, -1.9611], [-1.1423, -1.1496, 1.1211], [-0.9359, -1.5728, -0.5737], [1.1989, -1.4183, 0.2465], [1.6084, 1.2813, 1.0366], [-0.0236, 0.9019, 1.5038], [2.1658, -0.2975, 2.8652], [1.7955, 0.6387, -1.4491], [1.2166, -1.0438, -1.8059], [-0.0958, 1.2887, -1.8579], [-2.6294, 1.0830, -0.8507], [-2.3976, 1.5177, -0.0063], [-2.1544, 0.2739, -0.9226]],
  "forces_ev_per_a": [[1.21, 1.39, -1.76], [-2.30, 0.04, 0.19], [-2.38, 1.15, -0.39], [2.41, 1.04, 0.89], [-2.35, 2.76, -0.63], [1.51, -2.84, 0.03], [0.16, -0.64, 0.32], [-0.40, -0.20, 0.88], [2.15, -1.84, 0.97], [0.54, -1.12, 0.75], [1.35, -0.62, 0.07], [-2.07, -0.14, -1.17], [0.05, -0.98, 0.48], [0.75, -1.08, -0.85], [-0.37, 2.71, 0.12], [-1.28, 2.05, 0.44], [-0.04, -0.82, -0.74], [1.09, -0.84, 0.41]],
  "homo_energy_ha": -0.332,
  "orbital_gap_ev": 9.63,
  "e_above_lowest_kcal_mol": 68.7,
  "smiles": "NC(CO)CO.O",
  "lumo_energy_ev": 0.6
}

---

No. 7
{
  "formula": "C3H11NO3",
  "method": "ωB97M-V/def2-TZVPD",
  "species": ["C", "C", "N", "C", "H", "H", "H", "H", "H", "O", "H", "H", "O", "H", "H", "O", "H", "H"],
  "xyz": [[0.7481, -1.8188, -1.0087], [1.7098, -1.2233, -1.6942], [1.5698, -0.6052, -2.9610], [0.9859, -1.1795, -3.9469], [-0.0888, -2.3009, -1.4833], [0.8541, -2.0179, 0.0554], [2.7060, -1.0181, -1.3077], [1.1020, -2.2108, -4.2781], [0.4794, -0.4359, -4.5725], [-1.9088, -0.8184, 3.1557], [-1.8573, -0.1606, 2.4464], [-2.8667, -0.8800, 3.2782], [-1.3412, 0.9457, 0.8325], [-0.4724, 0.5211, 0.8675], [-1.1092, 1.8186, 1.1777], [-0.2347, 3.5980, 2.8172], [0.6087, 3.8038, 3.2164], [-0.8848, 3.9823, 3.4054]],
  "forces_ev_per_a": [[0.12, -0.93, 0.47], [1.87, 0.62, -1.02], [-2.17, -1.40, 0.45], [1.12, 1.94, 0.07], [-0.60, 0.64, -0.18], [0.29, -0.15, -0.26], [-0.36, 0.23, 0.61], [-0.63, -0.31, 0.63], [0.36, -0.62, -0.72], [-0.57, 0.16, -0.06], [0.27, 0.06, -0.16], [0.28, -0.20, 0.17], [0.55, 0.12, 0.36], [-0.18, -0.27, -0.30], [-0.29, 0.20, 0.04], [-0.17, -0.19, -0.33], [0.32, 0.03, 0.10], [-0.20, 0.07, 0.14]],
  "homo_energy_ha": -0.320,
  "orbital_gap_ev": 9.34,
  "e_above_lowest_kcal_mol": 74.4,
  "smiles": "C=CN=C.O.O.O",
  "lumo_energy_ev": 0.6
}

---

No. 8
{
  "formula": "C3H11NO3",
  "method": "ωB97M-V/def2-TZVPD",
  "species": ["O", "C", "O", "H", "H", "C", "N", "H", "H", "H", "H", "H", "C", "O", "H", "H", "H", "H"],
  "xyz": [[-0.5478, 1.5763, 1.5846], [-1.5059, 0.8853, 1.2996], [-2.6148, 1.3788, 0.7309], [-1.6963, -0.1076, 1.7145], [-2.4448, 2.2922, 0.4498], [2.4946, 0.3991, -0.5521], [1.4050, -0.0322, 0.3147], [2.5673, -0.2872, -1.3954], [3.4664, 0.4285, -0.0442], [2.2667, 1.3977, -0.9242], [1.2131, 0.6490, 1.0574], [1.5964, -0.9323, 0.7422], [-1.0295, -0.8665, -0.8588], [-0.8991, -2.1334, -0.2117], [-2.0810, -0.5694, -0.9020], [-0.7530, -0.9528, -1.9199], [0.0099, -0.3430, -0.4198], [-1.4474, -2.7826, -0.6656]],
  "forces_ev_per_a": [[-0.62, -0.69, -0.62], [-0.03, 1.50, 1.63], [0.05, -0.22, -0.36], [0.21, -0.23, -0.50], [0.12, -0.09, 0.12], [0.12, -0.08, 0.23], [0.83, 0.30, 0.78], [0.04, 0.07, -0.08], [-0.03, 0.06, -0.14], [0.06, -0.04, -0.08], [0.10, -0.45, -0.40], [0.04, 0.09, 0.00], [2.13, -0.13, -0.69], [-0.26, -0.62, 0.14], [0.27, 0.67, 0.63], [-0.02, -0.24, -0.18], [-3.10, 0.05, -0.59], [0.07, 0.04, 0.11]],
  "homo_energy_ha": -0.314,
  "orbital_gap_ev": 9.40,
  "e_above_lowest_kcal_mol": 62.8,
  "smiles": "O=CO.CN.CO",
  "lumo_energy_ev": 0.9
}

---

No. 9
{
  "formula": "C3H11NO3",
  "method": "ωB97M-V/def2-TZVPD",
  "species": ["N", "C", "C", "C", "O", "H", "H", "H", "H", "H", "H", "H", "O", "H", "H", "O", "H", "H"],
  "xyz": [[-0.7634, -1.5160, 1.6961], [-1.2939, -0.1558, 1.6225], [-2.4564, -0.0666, 0.6101], [-3.3863, 1.0437, 1.0068], [-4.5816, 0.9845, 0.8921], [-0.6628, -1.8180, 0.7210], [0.2073, -1.5249, 1.9832], [-0.5238, 0.5914, 1.3503], [-1.5970, 0.1986, 2.6021], [-2.0243, 0.1415, -0.3625], [-2.9717, -1.0351, 0.5644], [-2.9543, 1.9669, 1.4353], [3.0854, 2.1817, -3.1437], [3.6084, 1.5965, -3.6948], [3.4746, 3.0590, -3.1626], [3.9293, -1.9398, -1.1983], [4.4814, -2.5941, -1.6429], [4.4293, -1.1135, -1.2791]],
  "forces_ev_per_a": [[0.11, -0.15, -1.09], [0.58, 0.73, -0.19], [0.66, -0.30, 0.91], [-0.53, -0.13, -0.28], [-0.16, -0.04, -0.01], [-0.28, -0.19, 0.32], [0.02, 0.22, 0.51], [-0.14, -0.24, -0.20], [-0.38, -0.34, 0.37], [-0.08, 0.09, -0.37], [-0.14, 0.39, 0.03], [0.36, -0.06, -0.01], [-0.37, -0.11, 0.30], [0.17, 0.21, -0.11], [0.20, -0.10, -0.19], [0.33, 0.22, -0.14], [-0.11, 0.05, 0.08], [-0.24, -0.26, 0.07]],
  "homo_energy_ha": -0.353,
  "orbital_gap_ev": 10.08,
  "e_above_lowest_kcal_mol": 43.5,
  "smiles": "NCCC=O.O.O",
  "lumo_energy_ev": 0.5
}

---

No. 10
{
  "formula": "C3H11NO3",
  "method": "ωB97M-V/def2-TZVPD",
  "species": ["C", "C", "N", "C", "H", "H", "H", "H", "H", "O", "H", "H", "O", "H", "H", "O", "H", "H"],
  "xyz": [[1.1645, -1.1267, -0.1192], [0.4328, -0.2388, -0.8868], [0.7625, 1.1115, -1.3478], [0.8243, 1.2720, -2.6370], [2.2363, -0.7784, 0.1485], [0.7204, -2.1345, 0.1459], [-0.6998, -0.3662, -0.8516], [0.3558, 2.0267, -3.1549], [1.3451, 0.5021, -3.0485], [-2.0934, 2.1232, 0.2968], [-1.2773, 1.7658, 0.7434], [-2.1869, 3.0313, 0.7092], [1.1692, 1.9299, 1.1733], [1.6914, 1.2348, 1.6760], [1.0705, 1.4552, 0.3381], [-1.6352, -4.6931, 2.3715], [-1.4619, -3.7724, 2.2685], [-1.1853, -5.0639, 1.5846]],
  "forces_ev_per_a": [[0.24, 1.84, -1.37], [0.68, -1.14, 2.05], [-2.49, -0.64, -1.28], [0.33, -1.23, 4.67], [-1.73, -1.30, -0.52], [0.75, 1.63, -0.03], [1.54, 0.06, -0.83], [-0.05, 2.48, -0.87], [0.65, -2.36, -2.58], [0.94, 1.01, 1.42], [-1.01, 0.64, -0.64], [0.18, -1.63, -0.75], [1.22, -1.69, 1.50], [-0.96, 1.53, -0.42], [-0.29, 0.80, -0.34], [0.40, -1.23, -0.84], [0.05, 1.22, 0.14], [-0.45, 0.02, 0.71]],
  "homo_energy_ha": -0.347,
  "orbital_gap_ev": 9.21,
  "e_above_lowest_kcal_mol": 106.5,
  "smiles": "C=CN=C.O.O.O",
  "lumo_energy_ev": -0.2
}